Below is a molecular structure, C25H40BrCl3N3O3SiSr at a distorted geometry, with properties calculated with ωB97M-V/def2-TZVPD.

Positions of all 77 atoms, in Å:
C: -3.8533 -3.9215 -5.0592
C: -2.7166 -4.5226 -5.8145
H: -4.0712 -2.9066 -5.4084
H: -3.6495 -3.8906 -3.9813
H: -4.7589 -4.5253 -5.2345
C: -2.8317 -4.8070 -7.1281
C: -3.9539 -4.3743 -7.9944
H: -2.1473 -5.4849 -7.6294
H: -4.0305 -3.2827 -8.0848
H: -4.9285 -4.7561 -7.6642
H: -3.7732 -4.7773 -8.9963
Sr: -0.0821 -2.7694 -1.1538
Cl: -0.5867 -3.1567 1.4263
Cl: -0.6456 -5.3378 -1.8734
C: 2.6802 -3.6346 -0.4259
O: 2.3883 -2.5919 -1.0821
N: 3.8856 -4.1844 -0.5018
C: 4.8324 -3.4932 -1.3680
C: 4.2166 -5.5104 -0.0099
H: 1.9182 -4.1432 0.2032
H: 4.7867 -2.4283 -1.1210
H: 4.5243 -3.6145 -2.4134
H: 5.8273 -3.9159 -1.2180
H: 3.6904 -5.7313 0.9156
H: 5.2888 -5.5720 0.1607
H: 3.9621 -6.2998 -0.7205
H: -2.0355 3.6535 -3.3704
H: -1.2245 0.3141 -5.2791
C: -1.3237 3.3571 -4.1443
C: -0.6472 1.2412 -5.2315
N: -1.0352 1.9421 -4.0230
H: -0.4107 3.9410 -3.9880
C: -0.7722 1.4343 -2.7929
O: -0.7058 0.2278 -2.4961
H: 0.4119 0.9725 -5.2582
H: -0.6667 2.2229 -2.0280
H: -1.7088 3.5718 -5.1422
H: -0.8326 1.8630 -6.1105
O: -0.8854 -3.6516 -4.4134
C: -1.4882 -4.8397 -4.9797
C: 0.0047 -5.5443 -6.9439
C: -0.5171 -5.7921 -5.6682
H: -0.2633 -4.6147 -7.4575
C: 0.8413 -6.5030 -7.5361
H: -1.8484 -5.3180 -4.0570
C: -0.2532 -6.9830 -4.9770
H: 1.2801 -6.2911 -8.5091
C: 1.0947 -7.7055 -6.8756
C: 0.5349 -7.9503 -5.6091
H: -0.6430 -7.0954 -3.9461
H: 1.7812 -8.4414 -7.3074
H: 0.7681 -8.8602 -5.0507
Si: 0.5122 -2.8597 -5.0563
Cl: -1.1706 -1.6918 -6.3720
C: 1.2211 -2.7595 -6.8107
C: 1.7540 -4.1957 -4.1976
C: 1.2344 -1.4278 -4.0361
H: 1.6003 -3.6997 -7.2348
H: 2.0115 -1.9907 -6.7499
H: 0.4503 -2.3419 -7.5074
H: 1.6641 -0.7078 -4.7351
H: 2.0314 -1.6858 -3.3225
H: 0.4206 -0.9259 -3.5137
H: 2.1065 -4.9949 -4.8626
H: 1.2547 -4.7339 -3.3752
H: 2.6483 -3.7374 -3.7559
Br: 0.4782 4.2284 0.4901
C: 0.7820 2.4054 1.0034
C: 1.8403 2.0776 1.8527
C: 2.0442 0.7343 2.1710
C: 1.2305 -0.2310 1.5618
N: 0.2817 0.0823 0.6891
C: -0.0061 1.3621 0.4657
H: 2.4616 2.8733 2.2448
H: 2.8098 0.4190 2.8675
H: 1.3285 -1.2968 1.7712
H: -0.8692 1.5820 -0.1514

The lowest unoccupied orbital energy comes out at 1.94 eV. As for the spin multiplicity: 1. Its net charge is -1. For the relative energy (zero: lowest compared OMol25 entry of this formula, charge and spin), the calculation gives 6.2 kcal per mole.


Below is a molecular structure, C25H40F5I2N2O8 at a distorted geometry, with properties calculated with ωB97M-V/def2-TZVPD.

Positions of all 82 atoms, in Å:
C: 1.3615 3.2787 1.9551
C: 0.4564 4.1123 0.9236
O: 0.6081 5.3794 1.0105
N: -0.3939 3.6123 -0.1277
C: -0.1257 4.1228 -1.4811
C: -1.7274 3.1118 0.1819
C: -1.9264 1.8168 -0.8155
C: -3.1152 0.8413 -0.3827
O: -2.8723 -0.3992 -0.4755
I: -5.0841 1.3672 0.3421
C: -1.8132 2.3239 1.6240
O: -1.0241 1.3358 1.8927
O: -2.7773 2.5953 2.5690
N: -2.8852 4.0360 0.1749
I: -3.7460 4.4043 -1.6551
C: -2.7402 5.3170 0.8339
F: -2.1035 5.3408 2.0900
F: -2.0261 6.2595 -0.0185
C: -4.1743 6.0665 1.1170
F: -4.4591 7.0995 0.2011
F: -5.2431 5.1322 1.2701
F: -4.1036 6.7239 2.3950
H: 1.3530 2.1537 1.7791
H: 0.9156 3.4553 3.0046
H: 2.4325 3.7136 1.9816
H: 0.9719 4.4925 -1.4885
H: -0.7490 5.0131 -1.8273
H: -0.1531 3.3147 -2.3105
H: -1.9028 2.0841 -1.9187
H: -0.9563 1.2109 -0.6346
C: 0.5974 -3.3346 -0.8728
C: -0.3100 -3.7441 -2.0113
C: -0.8090 -2.4037 -2.5134
O: 0.2349 -1.4519 -2.2629
C: 1.2113 -2.0541 -1.4036
H: 1.3429 -4.0883 -0.6121
H: 0.0003 -3.1209 0.0189
H: 0.2749 -4.2414 -2.7910
H: -1.1177 -4.4145 -1.7109
H: -1.6975 -2.0789 -1.9627
H: -1.0456 -2.4168 -3.5807
H: 2.1046 -2.2614 -2.0046
H: 1.4811 -1.3561 -0.6077
C: -0.6211 -5.4229 4.1322
C: -1.3030 -6.5331 3.3646
C: -1.3544 -5.9603 1.9618
O: -0.2130 -5.1046 1.8209
C: 0.3724 -4.9002 3.1137
H: -0.1473 -5.7550 5.0578
H: -1.3477 -4.6424 4.3802
H: -0.6778 -7.4324 3.3787
H: -2.2882 -6.7965 3.7539
H: -2.2513 -5.3497 1.8142
H: -1.3298 -6.7351 1.1912
H: 1.3113 -5.4641 3.1494
H: 0.5971 -3.8404 3.2520
C: 3.7191 8.1875 1.5447
C: 4.1841 9.1084 0.4382
C: 4.3214 8.1525 -0.7311
O: 3.3501 7.1176 -0.5373
C: 2.8229 7.2214 0.7950
H: 3.2041 8.7021 2.3578
H: 4.5766 7.6518 1.9667
H: 3.4090 9.8518 0.2242
H: 5.1112 9.6381 0.6669
H: 5.3120 7.6841 -0.7475
H: 4.1508 8.6404 -1.6941
H: 1.8007 7.6040 0.7217
H: 2.7914 6.2340 1.2560
C: 0.9014 -8.5059 -1.9648
C: -0.0043 -8.9166 -3.1037
C: -0.5021 -7.5767 -3.6087
O: 0.5407 -6.6251 -3.3589
C: 1.5158 -7.2266 -2.4968
H: 1.6465 -9.2590 -1.7019
H: 0.3027 -8.2905 -1.0734
H: 0.5819 -9.4154 -3.8828
H: -0.8125 -9.5862 -2.8037
H: -1.3921 -7.2506 -3.0597
H: -0.7372 -7.5916 -4.6757
H: 2.4094 -7.4348 -3.0957
H: 1.7845 -6.5274 -1.7016

The lowest unoccupied orbital energy comes out at 1.87 eV. As for the spin multiplicity: 1. Its net charge is -1.


Results for energy: -5641.62455 -2782.60420 (in a.u., following the order of the records).
Results for gap between HOMO and LUMO: 6.843 6.651 (in eV, following the order of the records).